Entry 1:
ORCA calculation (ωB97M-V with the def2-TZVPD basis set) on a single C5H12NO molecule.

XYZ file:
```
19
C5H12NO, DFT ωB97M-V with the def2-TZVPD basis set
C 0.431 0.448 -0.189
C -0.925 -0.222 -0.307
C -1.894 0.612 -1.149
C -1.528 -0.463 1.091
N 1.380 -0.417 0.522
C 2.765 -0.345 0.072
O 3.609 0.406 0.846
H 0.801 0.512 -1.218
H 0.298 1.427 0.281
H -0.854 -1.206 -0.768
H -1.587 0.565 -2.203
H -1.965 1.649 -0.820
H -2.852 0.109 -1.140
H -2.584 -0.719 1.036
H -1.071 -1.355 1.518
H -1.384 0.393 1.750
H 1.382 -0.196 1.511
H 3.160 -1.365 0.063
H 2.819 0.168 -0.895
```

Properties
charge = 0
HOMO (alpha / beta) = -0.341 / -0.339 Ha
spin multiplicity = 2
<S²> = 0.7541
total energy = -8914.775 eV
gap between HOMO and LUMO (alpha / beta) = 10.4 / 7.8 eV

=====

Entry 2:
ORCA calculation (ωB97M-V with the def2-TZVPD basis set) on 2 unconnected molecules or ions with the total composition C5H12NO.

XYZ file:
```
19
C5H12NO, DFT ωB97M-V with the def2-TZVPD basis set
C 1.757 -0.017 -0.315
C 1.022 1.140 0.394
C 1.032 -1.308 0.253
C -0.432 1.156 -0.068
C -0.545 -1.262 -0.066
N -2.507 -0.128 0.081
O -1.148 -0.034 0.438
H 1.640 0.132 -1.326
H 2.908 -0.039 -0.180
H 0.984 0.796 1.470
H 1.447 2.185 0.326
H 1.374 -2.216 0.036
H 1.118 -1.157 1.293
H -0.940 2.107 0.130
H -0.279 0.984 -1.124
H -0.780 -1.271 -1.127
H -1.105 -2.122 0.414
H -2.456 0.647 -1.313
H -3.089 0.408 0.684
```

Properties
charge = +1
HOMO = -0.585 Ha
spin multiplicity = 1
total energy = -8904.242 eV
gap between HOMO and LUMO = 11.1 eV

=====

Entry 3:
ORCA calculation (ωB97M-V with the def2-TZVPD basis set) on 2 unconnected molecules or ions with the total composition C5H12NO.

XYZ file:
```
19
C5H12NO, DFT ωB97M-V with the def2-TZVPD basis set
C -1.801 -0.114 0.042
C -1.209 0.962 -1.385
C -0.653 0.860 -0.105
C 0.807 0.401 -0.029
N 1.134 0.290 1.412
C 2.290 -0.350 1.881
H -2.545 -0.503 -0.653
H -2.386 0.305 0.886
H -1.468 -0.995 0.497
H -1.318 1.974 -1.752
H -1.009 0.106 -2.075
H -0.716 1.612 0.696
H 0.855 -0.532 -0.629
H 1.384 1.049 -0.514
H 2.276 -0.222 2.990
H 3.251 0.163 1.587
H -0.649 -2.101 -2.717
H 2.482 -1.432 1.847
O -0.725 -1.472 -1.978
```

Properties
charge = +1
HOMO = -0.461 Ha
spin multiplicity = 1
total energy = -8899.583 eV
gap between HOMO and LUMO = 4.1 eV

=====

Entry 4:
ORCA calculation (ωB97M-V with the def2-TZVPD basis set) on a gas-phase ion, C5H12NO (charge +1).

XYZ file:
```
19
C5H12NO, DFT ωB97M-V with the def2-TZVPD basis set
N 1.009 -1.426 1.153
C 1.714 -0.285 0.642
C 1.137 0.894 0.393
C 0.651 1.187 -1.019
C -0.638 0.289 -1.400
C -1.733 0.222 -0.261
O -1.525 -0.400 1.003
H 0.267 -1.678 0.524
H 1.604 -2.206 1.198
H 0.552 -1.245 2.085
H 2.788 -0.519 0.365
H 0.466 1.251 1.172
H 0.280 2.320 -1.175
H 1.412 1.102 -1.729
H -1.072 0.688 -2.352
H -0.106 -0.736 -1.462
H -1.883 1.246 -0.013
H -2.655 -0.212 -0.770
H -2.269 -0.493 1.645
```

Properties
charge = +1
HOMO = -0.483 Ha
spin multiplicity = 1
total energy = -8906.546 eV
gap between HOMO and LUMO = 8.6 eV

=====

Strongest force on any atom
In order: 0.0298 0.1191 0.1310 0.0940
Unit: Eh/bohr